14
Properties=species:S:1:pos:R:3:forces:R:3 method="wB97M-V/def2-TZVPD" energy_ev=-20206.972 max_force_ha_per_bohr=0.0793 e_homo_ev=-7.2
S 2.7687 -1.1042 -0.4499 -0.11 0.07 0.04
O -0.9894 -2.1916 1.0328 -0.01 0.06 -0.47
O -1.5652 -0.4129 -0.2647 0.84 -0.15 -0.17
C 1.8271 0.5644 0.0455 -0.19 -2.60 0.11
C -2.9742 -0.8291 -0.3729 1.54 0.69 1.58
C -0.8004 -1.2627 0.3357 3.84 1.37 -0.01
C 2.4073 1.9184 0.2272 1.25 -2.29 -0.01
C 1.1228 -0.5201 -0.0522 -2.69 0.58 1.05
H -3.3046 0.1727 -0.6891 -1.13 -1.11 -0.25
H -2.8787 -1.6661 -1.0899 -1.23 0.52 0.42
H -3.2285 -1.0771 0.7121 -0.47 -0.02 -1.85
H 2.1771 2.2726 1.2595 0.52 0.21 -1.07
H 1.9314 2.3708 -0.5968 -0.51 1.87 -0.55
H 3.5065 1.7648 -0.0973 -1.66 0.81 1.19

17
Properties=species:S:1:pos:R:3:forces:R:3 method="wB97M-V/def2-TZVPD" energy_ev=-21175.958 max_force_ha_per_bohr=0.0860 smiles="Cn1c(CO)c[nH]c1=S" e_homo_ev=-7.5
S 1.2980 3.4189 0.7107 -2.63 -3.48 -0.72
O 0.0638 -2.5871 0.3342 -0.01 -0.89 0.38
N -1.2027 1.7500 0.6620 2.31 -2.26 -1.34
N 0.4773 0.6294 -0.1078 -1.41 -0.10 0.34
C 0.1232 1.8325 0.3837 1.88 3.04 0.53
C -0.6322 -0.2217 -0.0500 -0.02 -1.70 0.19
C 1.8093 0.2566 -0.4118 3.32 1.15 0.33
C -1.6735 0.4690 0.4760 2.69 0.02 -1.28
C -0.5967 -1.6877 -0.5544 -2.14 0.31 2.04
H -1.6188 2.4450 1.1366 -1.84 2.92 1.79
H -1.6660 -2.1009 -0.6028 1.35 1.18 -0.69
H -0.4105 -3.4609 0.3965 0.66 1.64 -0.31
H 2.0293 -0.1824 -1.4146 -0.74 0.10 0.90
H 2.2940 -0.2888 0.4280 -0.72 -0.38 -0.72
H 2.4276 1.2068 -0.3428 -0.94 -0.78 -0.44
H -2.6449 0.1382 0.4244 -2.11 -0.23 0.49
H -0.0773 -1.6169 -1.4680 0.35 -0.53 -1.48

Calculated energy relative to the best compared isomer or geometry (same formula, charge and spin) (kJ/mol), listed in the same order as above: 504.99; 256.52